{"formula": "C6H37N2O10", "method": "ωB97M-V/def2-TZVPD", "spin_multiplicity": 1, "charge": 1, "gap_ha": 0.361, "largest_force_ha_per_bohr": 0.0419, "homo_energy_ha": -0.4564, "elements": ["C", "C", "C", "C", "C", "N", "C", "N", "H", "H", "H", "H", "H", "H", "H", "H", "H", "H", "H", "H", "H", "H", "H", "H", "H", "H", "H", "O", "H", "H", "O", "H", "H", "O", "H", "H", "O", "H", "H", "O", "H", "H", "O", "H", "H", "O", "H", "H", "O", "H", "H", "O", "H", "H", "O"], "xyz": [[0.846, -2.119, -2.051], [1.307, -0.965, -1.166], [0.822, 0.437, -1.471], [1.713, 1.602, -1.006], [2.214, 1.617, 0.427], [1.108, 1.346, 1.387], [0.323, 2.593, 1.614], [0.765, -1.344, 0.216], [1.745, -2.638, -2.352], [0.172, -1.838, -2.882], [-0.075, -2.634, -1.736], [2.380, -0.836, -1.018], [0.667, 0.574, -2.544], [-0.194, 0.562, -1.108], [1.081, 2.479, -1.128], [2.515, 1.650, -1.743], [3.011, 0.943, 0.717], [2.559, 2.646, 0.576], [1.508, 1.023, 2.261], [-0.395, 2.641, 0.798], [1.036, 3.415, 1.558], [-0.221, 2.640, 2.555], [0.999, -0.638, 0.924], [1.001, -2.321, 0.419], [-0.262, -1.376, 0.187], [1.954, -4.532, 0.552], [1.796, -3.842, 1.824], [2.191, -3.681, 0.953], [-1.815, 0.336, 2.954], [-2.165, 0.230, 4.369], [-1.389, 0.400, 3.822], [-1.818, 0.715, -4.045], [-1.214, -0.713, -4.225], [-1.484, 0.083, -4.688], [-0.602, 5.257, -0.897], [0.853, 4.600, -0.722], [-0.097, 4.469, -0.683], [-1.406, -3.137, 3.695], [-2.379, -1.993, 4.136], [-1.772, -2.282, 3.451], [-2.586, 2.762, -1.767], [-1.044, 2.836, -1.945], [-1.798, 2.229, -1.919], [-2.027, 0.225, -0.269], [-1.104, 0.828, 0.736], [-1.668, 0.049, 0.615], [-3.195, -1.281, 1.371], [-3.096, -2.572, 2.145], [-3.656, -2.127, 1.480], [4.901, -0.614, -1.196], [5.202, 0.819, -1.313], [4.709, 0.214, -0.743], [-2.930, -2.338, -1.645], [-2.748, -2.115, -0.078], [-2.340, -2.020, -0.957]], "nbo_charge": [-0.69, -0.03, -0.43, -0.42, -0.24, -0.69, -0.43, -0.74, 0.24, 0.23, 0.27, 0.23, 0.24, 0.21, 0.21, 0.23, 0.23, 0.18, 0.38, 0.19, 0.18, 0.23, 0.45, 0.45, 0.46, 0.49, 0.48, -0.93, 0.47, 0.46, -0.93, 0.48, 0.46, -0.94, 0.50, 0.49, -0.98, 0.48, 0.49, -0.95, 0.49, 0.50, -0.98, 0.51, 0.50, -0.99, 0.48, 0.49, -0.96, 0.47, 0.48, -0.94, 0.49, 0.50, -1.02]}